(1)
{"formula": "C8H9NO", "method": "ωB97M-V/def2-TZVPD", "elements": ["C", "C", "C", "H", "H", "N", "H", "H", "H", "H", "H", "C", "H", "O", "H", "C", "C", "C", "C"], "coordinates": [[0.4353, 1.1402, 0.5786], [1.1448, 2.4391, 0.6643], [0.1391, 0.0524, -0.4795], [-0.1738, -2.6997, 1.4979], [2.2070, 2.5213, 0.4153], [0.5240, 0.1123, 1.5089], [-0.6484, -2.0276, -2.8005], [-0.8581, -3.6929, -0.8594], [1.0291, 2.8940, 1.6818], [-0.1017, 0.2858, -2.5936], [0.7761, 3.0412, -0.1027], [-0.1480, -0.3395, -1.7260], [0.1804, 0.0800, 2.4905], [-1.4666, 1.7334, 0.9267], [-1.9746, 1.7318, 0.0576], [-0.2413, -2.1449, 0.6129], [0.0700, -0.8230, 0.6210], [-0.5216, -2.6146, -0.7351], [-0.3716, -1.6893, -1.7587]], "mulliken_charge": [0.64, -1.22, 0.41, 0.47, 0.33, -0.22, 0.23, 0.31, 0.29, 0.46, 0.31, -0.83, 0.31, -0.70, 0.26, -0.91, 0.55, -0.35, -0.35], "e_homo_ev": -8.3, "fmax_ev_per_a": 5.3, "e_lumo_ev": 0.26, "relative_energy_kcal_mol": 100.8, "charge": 0}



(2)
{"formula": "C2H4O2S", "method": "ωB97M-V/def2-TZVPD", "elements": ["S", "C", "H", "O", "O", "H", "H", "C", "H"], "coordinates": [[-3.2136, -0.1462, -0.2229], [1.3126, 0.0687, -0.7130], [0.6299, -0.5954, -1.0542], [-3.0773, -1.4570, 0.3049], [-2.3240, 0.8916, 0.2171], [1.9757, 0.5832, -1.3712], [2.2976, 0.8279, 1.0527], [1.4961, 0.1685, 0.5686], [0.9031, -0.3414, 1.2180]], "mulliken_charge": [0.69, -0.48, 0.27, -0.35, -0.35, 0.22, 0.18, -0.46, 0.27], "e_homo_ev": -10.2, "fmax_ev_per_a": 3.8, "e_lumo_ev": -1.11, "relative_energy_kcal_mol": 44.3, "charge": 0}



(3)
{"formula": "C3H4N2O", "method": "ωB97M-V/def2-TZVPD", "elements": ["N", "H", "O", "C", "H", "C", "H", "C", "H", "N"], "coordinates": [[-0.0666, 0.3172, -0.5599], [-3.0695, -0.5950, 0.1643], [0.9109, -1.6810, 0.0782], [1.0283, -0.5052, -0.1835], [3.0446, -0.2998, -0.1749], [-2.3672, 0.1722, 0.4545], [2.1524, 1.1624, -0.5344], [-1.1644, 0.1851, -0.0371], [-2.6460, 1.0424, 1.0284], [2.1775, 0.2018, -0.2355]], "mulliken_charge": [-0.43, 0.26, -0.56, 0.60, 0.24, -0.99, 0.23, 0.75, 0.25, -0.34], "e_homo_ev": -9.3, "smiles": "C=C=NC(N)=O", "fmax_ev_per_a": 0.8, "e_lumo_ev": 0.83, "relative_energy_kcal_mol": 28.3, "charge": 0}



(4)
{"formula": "C2HClNOP", "method": "ωB97M-V/def2-TZVPD", "elements": ["N", "C", "O", "P", "Cl", "C", "H"], "coordinates": [[-0.7133, -1.4915, -3.5844], [1.4450, -0.1217, -0.9060], [-0.9042, -0.4513, -1.0365], [-1.6201, -1.1471, -2.4858], [2.9829, 0.0785, -1.0609], [0.2238, -0.0240, -0.5048], [-0.1691, 0.6374, 0.2792]], "mulliken_spin": [0.78, 0.78, 0.13, 0.09, 0.16, -0.02, 0.08], "spin_multiplicity": 3, "e_homo_ev": [-8.3, -9.0], "fmax_ev_per_a": 5.9, "e_lumo_ev": [-0.08, -2.74], "charge": 0}



(5)
{"formula": "C48H28Cl4CrN6S", "method": "ωB97M-V/def2-TZVPD", "elements": ["C", "N", "C", "H", "C", "N", "C", "H", "H", "H", "H", "C", "H", "H", "H", "C", "C", "C", "H", "C", "H", "C", "C", "H", "C", "H", "H", "C", "Cl", "C", "C", "Cl", "N", "N", "C", "C", "C", "C", "C", "C", "C", "C", "C", "H", "C", "H", "N", "C", "C", "C", "C", "C", "S", "C", "H", "C", "Cl", "C", "C", "C", "H", "N", "H", "C", "H", "C", "C", "H", "Cr", "C", "C", "H", "C", "H", "C", "H", "H", "H", "H", "C", "Cl", "H", "C", "C", "H", "C", "C", "C"], "coordinates": [[2.0315, -2.1018, -0.7643], [-0.3495, -1.6435, -0.4324], [3.4903, -0.4315, 2.9211], [2.6715, -2.8384, -3.2415], [-4.7924, -3.6100, -3.3130], [-2.2112, 0.2799, 0.2845], [2.5016, 3.7269, -1.6228], [0.4949, -2.5871, 2.8666], [-4.8617, -3.6284, -4.3887], [4.3399, 1.7550, -1.7078], [-3.7307, 4.8099, 1.6376], [3.6435, 5.7806, -2.1332], [2.6671, 4.2191, -4.9784], [-5.3518, -0.7035, -0.1153], [4.3443, -4.5106, -3.9528], [-4.2335, 4.8721, 3.7104], [-4.1881, 4.1967, 4.9185], [0.7062, -2.4982, -0.6070], [-4.5755, -3.5387, 0.5365], [-2.3702, 2.3781, 1.5388], [3.5904, -3.6336, 0.8380], [2.8022, 4.3999, -3.9235], [-4.6405, -3.5653, -0.5396], [0.9477, 5.2782, 0.2325], [3.6002, 1.0509, -1.3773], [-1.2629, 5.0364, 1.7202], [0.8572, -4.6882, -0.9823], [-0.7383, 4.2648, 1.1924], [-6.6670, -5.5468, -3.3355], [3.2409, -3.3855, -2.5056], [-5.5310, -4.4205, -1.1644], [6.0853, -6.1647, -2.4368], [2.2990, 0.1114, 2.8108], [1.3430, -2.0429, 2.9269], [-2.9129, 1.2129, 0.9858], [-3.6803, 4.2913, 2.5821], [3.6894, -0.3031, -1.3019], [4.9037, -5.0046, -1.9420], [4.6969, -4.7708, -0.5922], [3.0253, -3.1297, -1.1563], [2.4313, -0.7677, -0.7976], [4.1769, -4.3200, -2.9043], [0.3833, 4.3893, 0.4344], [-6.1696, -5.0689, -0.5862], [-3.0841, 3.0397, 2.6506], [4.6602, -2.2562, 3.1798], [1.6206, 0.2932, -0.4973], [-1.1487, 2.8966, 1.1013], [0.7150, 3.0780, -0.0306], [-4.3082, 0.9039, 0.9466], [-3.6354, 2.9283, 4.9992], [-3.9039, -2.7645, -2.6776], [-0.3346, -0.0291, 2.6790], [1.2271, -0.6494, 2.8037], [-1.8210, -4.5377, -1.1274], [-1.4742, -2.3787, -0.6872], [4.0342, 6.6852, -4.6454], [-4.4453, -0.2074, 0.1735], [3.6781, -1.8333, 3.0655], [-3.0926, 2.3555, 3.8656], [-3.6320, 2.3982, 5.9385], [-0.2351, 2.1890, 0.3725], [-2.6443, 1.3753, 3.9188], [2.3374, 3.4980, -2.9896], [-3.2691, -2.1108, -3.2556], [-1.1230, -3.7451, -0.9380], [-2.7757, -1.8769, -0.6878], [5.2684, -5.3080, 0.1496], [-0.2625, 0.2418, 0.1187], [1.8579, 2.7245, -0.7531], [2.5705, -2.6187, 3.0589], [4.3258, 0.2496, 2.8841], [3.7547, -3.8333, -0.2089], [4.5137, -0.9275, -1.5914], [3.4513, 5.5435, -3.4841], [3.3324, 5.0416, -0.1540], [2.5884, -3.6945, 3.1596], [-4.7003, 5.8426, 3.6512], [1.8206, 2.6064, -3.3126], [-5.5895, -4.4463, -2.5481], [-4.8401, 4.9396, 6.3391], [4.1671, 6.6680, -1.8133], [0.2305, -3.8257, -0.8568], [2.3099, 1.4104, -0.8744], [-5.0760, 1.4951, 1.4069], [3.1681, 4.8692, -1.2054], [-3.8116, -2.7451, -1.2900], [-3.1209, -0.6311, -0.1689]], "mulliken_spin": [0.00, -0.18, 0.01, 0.00, 0.00, -0.10, -0.01, 0.00, 0.00, 0.00, 0.00, 0.00, 0.00, 0.00, 0.00, 0.00, 0.00, 0.07, 0.00, 0.03, 0.00, 0.00, 0.00, 0.00, 0.01, 0.00, 0.00, 0.02, 0.00, 0.00, 0.00, 0.00, -0.01, 0.03, 0.07, 0.00, 0.03, 0.00, 0.00, 0.00, 0.06, 0.00, 0.01, 0.00, 0.00, 0.00, -0.16, 0.11, 0.11, 0.02, 0.00, 0.00, -0.03, 0.08, 0.00, 0.04, 0.00, 0.02, 0.02, 0.00, 0.00, -0.17, 0.00, 0.00, 0.00, 0.01, 0.07, 0.00, 3.68, -0.01, 0.01, 0.00, 0.00, 0.00, 0.00, 0.00, 0.00, 0.00, 0.00, 0.00, 0.00, 0.00, 0.02, 0.09, 0.00, 0.00, -0.01, 0.01], "spin_multiplicity": 5, "e_homo_ev": [-6.4, -6.9], "fmax_ev_per_a": 2.9, "e_lumo_ev": [-0.96, -1.18], "relative_energy_kcal_mol": 22.4, "charge": 0}